[1]
114
Properties=species:S:1:pos:R:3:forces:R:3 method="wB97M-V/def2-TZVPD" e_tot_ev=-72020.64173 total_charge=+1 e_lumo_ha=-0.1171 gap_ev=7.80 de_lowest_ev=0.239 e_homo_ev=-10.988
Ta 7.70321 -17.83981 -1.70344 -0.54 0.21 -0.64
O 8.74954 -18.81395 -0.50720 1.20 0.05 0.54
O 6.80572 -20.45886 -1.62757 -0.35 0.24 0.26
O 5.96440 -17.04959 1.20048 -0.19 -1.88 -1.32
O 8.83576 -16.34846 -1.40922 -0.98 -1.17 0.28
O 9.84899 -17.69567 2.77714 -0.60 -1.45 -0.21
O 3.79781 -21.11734 1.66978 -0.26 -0.62 0.44
O 10.36135 -15.77577 1.91613 0.91 1.01 -0.97
N 6.19027 -18.69954 -0.41660 -0.40 0.34 0.60
N 6.11824 -16.33320 -1.72946 -1.24 0.50 0.23
N 6.01152 -18.50385 -3.32764 -0.98 -0.43 -0.07
N 8.82934 -19.23285 -3.14539 0.68 1.02 -0.07
N 7.87610 -16.84034 -4.15170 -1.21 -0.29 -0.08
N 5.29783 -20.85822 0.02943 0.56 -0.10 -0.05
C 11.61395 -14.21126 -0.31996 -0.10 -0.52 -0.36
C 5.58519 -18.11569 0.71088 -0.38 1.21 0.38
C 12.22460 -17.13865 2.62523 1.37 2.08 -0.40
C 10.78470 -19.53625 0.69153 0.82 -0.82 -1.30
C 10.72991 -14.92007 -2.44253 -0.63 0.44 0.89
C 5.64610 -17.91947 -4.66066 0.41 -0.15 1.29
C 11.41212 -20.23623 1.73771 -0.73 0.59 -0.70
C 12.77988 -13.74453 -2.35667 0.33 1.30 0.45
C 6.10876 -20.03397 -0.67872 0.61 0.12 -0.78
C 9.47728 -15.61355 -0.35182 0.28 -0.08 0.91
C 12.70007 -13.67433 -0.96934 0.52 -0.05 -0.31
C 4.14433 -18.45706 2.70307 -0.28 -0.38 1.09
C 8.51675 -21.34648 0.74617 -0.06 0.52 1.19
C 9.34784 -19.05327 0.81831 0.12 1.15 -0.27
C 7.91129 -22.45456 1.30114 0.15 0.96 0.41
C 13.33272 -20.63683 0.39979 -0.55 1.07 0.06
C 10.63642 -14.88281 -1.05167 0.19 -0.62 0.22
C 7.83660 -14.71537 1.44159 0.16 0.30 0.11
C 10.61051 -16.12225 4.28875 -0.50 1.83 -1.78
C 3.09882 -18.46345 0.37910 -0.75 0.10 1.53
C 7.29956 -22.38027 2.56552 -0.11 -1.09 -0.99
C 11.48802 -19.42300 -0.54091 -0.82 0.67 1.54
C 5.09789 -15.74351 -1.71122 1.63 -0.43 -0.54
C 5.25637 -18.92373 3.70240 -1.52 0.58 -1.01
C 8.70928 -19.02925 -4.61040 0.52 -2.16 -0.30
C 8.23713 -13.44523 -0.53484 0.53 0.08 -0.61
C 4.47997 -20.36411 1.04197 -0.55 0.39 0.49
C 12.68793 -20.74867 1.59913 -0.54 -0.08 0.51
C 3.12314 -18.71571 -1.09058 -0.18 0.21 -0.17
C 7.43398 -12.42141 -0.07528 -0.20 0.19 0.72
C 4.33069 -18.82917 1.23681 1.78 -0.81 -0.57
C 8.92227 -17.58173 -4.87816 -0.03 0.73 0.61
C 10.05772 -16.59645 0.77979 0.00 1.60 -0.68
C 11.74528 -14.27131 -3.09007 0.71 -0.10 0.01
C 6.53049 -16.74454 -4.85394 1.12 1.44 0.09
C 7.35859 -21.23516 3.26796 0.58 1.28 0.73
C 10.81175 -16.65903 2.88079 -0.02 -0.49 0.91
C 8.01113 -20.11619 2.72956 0.27 0.61 0.55
C 8.51116 -14.59722 0.23527 -0.90 0.84 -0.42
C 9.27178 -17.67044 1.49559 -2.05 -0.08 -0.58
C 6.81955 -12.53926 1.20287 0.08 -0.31 -1.81
C 6.96829 -13.70282 1.89956 0.75 -1.02 0.52
C 8.56770 -20.12725 1.48075 -0.74 -1.89 -0.74
C 12.76152 -19.92628 -0.63597 0.31 0.03 -1.14
B 3.76573 -14.91456 -1.84349 0.23 0.56 0.60
H 5.43119 -21.88112 -0.09524 -0.31 1.12 0.23
H 11.26689 -15.25985 4.45739 -0.21 -0.22 0.13
H 9.43750 -19.69348 -5.12526 0.09 0.74 0.30
H 3.38771 -19.73653 -1.30905 0.08 -0.49 -0.22
H 3.81434 -18.04099 -1.57346 -0.05 0.29 -0.37
H 12.92551 -16.34101 2.99588 -0.60 -0.81 0.19
H 3.20278 -18.90873 3.02948 0.03 0.03 -0.05
H 12.46369 -18.07851 3.05515 0.07 -0.72 0.62
H 5.31654 -19.98201 3.60271 -0.28 -0.89 0.53
H 13.50765 -13.21100 -0.40232 -0.28 -0.02 -0.14
H 8.54589 -20.16310 -2.88815 -0.13 -0.48 0.41
H 3.49015 -14.58899 -0.68824 0.04 -0.15 -0.40
H 8.16132 -19.24379 3.34918 -0.12 0.06 0.05
H 8.72141 -13.31854 -1.52556 -0.34 -0.13 0.78
H 8.93685 -17.38559 -5.93820 -0.03 0.26 -0.44
H 13.31910 -19.72948 -1.55702 -0.07 -0.24 0.35
H 6.07260 -15.85910 -4.41829 -0.13 -0.05 0.14
H 12.53639 -17.15943 1.58030 -0.51 -0.35 -0.21
H 6.47921 -13.84368 2.86521 0.07 0.06 -0.31
H 6.99951 -21.17179 4.28690 -0.15 -0.06 -0.10
H 10.87962 -20.37208 2.65467 -0.22 0.00 0.46
H 6.09239 -19.50046 -3.47331 0.05 -0.31 0.33
H 13.56452 -13.17514 -2.83636 0.18 -0.30 -0.19
H 10.77209 -16.87738 4.99459 0.36 -1.11 1.03
H 6.62347 -16.50830 -5.91083 0.40 -0.05 -0.23
H 8.11613 -15.88257 -3.94640 0.49 0.15 -0.08
H 8.05760 -15.55446 2.08009 -0.36 0.11 0.09
H 4.00919 -17.38148 2.78090 0.05 0.12 -0.21
H 5.80043 -18.70471 -5.37085 -0.09 -0.20 -0.74
H 11.76952 -14.16896 -4.15013 -0.09 -0.12 -0.67
H 9.83010 -19.12349 -2.88368 -0.81 -0.29 -0.11
H 14.33007 -20.90630 0.35042 1.79 -0.84 -0.36
H 11.56442 -14.15342 0.73932 -0.22 0.02 0.70
H 9.89170 -17.27287 -4.43995 -0.31 -0.16 -0.33
H 6.11232 -11.82485 1.55013 -0.18 0.75 0.21
H 8.16444 -17.33998 1.50605 1.49 -0.82 0.31
H 2.27430 -19.08977 0.78099 0.38 0.52 0.11
H 3.99705 -13.91225 -2.52388 0.10 -0.53 0.23
H 2.92875 -15.62509 -2.32534 -0.08 -0.25 -0.12
H 4.59938 -17.59514 -4.65671 0.21 -0.22 -0.14
H 9.06707 -21.33778 -0.17451 -0.06 -0.49 -0.43
H 9.55445 -15.81820 4.30399 0.34 0.10 0.35
H 7.98521 -23.39542 0.83971 -0.10 -1.04 -0.79
H 6.21180 -18.60602 3.35661 0.63 0.84 0.13
H 13.16476 -21.21117 2.45330 0.01 -0.12 -0.08
H 7.32955 -11.51503 -0.68582 -0.14 -0.46 0.36
H 11.08743 -18.78154 -1.32194 0.01 -0.22 0.01
H 7.78403 -19.50510 -4.98591 0.02 0.86 0.41
H 2.88241 -17.41241 0.61682 -0.11 -0.20 -0.24
H 6.78538 -23.24118 2.96754 0.12 -0.15 0.04
H 2.10459 -18.55121 -1.43817 0.17 0.13 -0.39
H 10.96089 -17.01786 0.35430 0.31 -0.09 -0.07
H 5.02471 -18.59691 4.73105 0.23 -0.22 -0.55
H 5.14823 -18.40170 -2.80883 0.08 -0.19 0.64
H 9.89074 -15.29515 -2.97887 -0.24 -0.39 -0.45


[2]
117
Properties=species:S:1:pos:R:3:forces:R:3 method="wB97M-V/def2-TZVPD" e_tot_ev=-132821.30466 total_charge=-1 e_lumo_ha=0.0437 gap_ev=5.07 de_lowest_ev=0.000 e_homo_ev=-3.881
Ba -0.49888 2.10444 1.00947 2.24 1.91 -0.59
Cl -5.68314 -6.33646 0.01630 0.08 0.02 0.02
Cl -1.65824 -6.88928 0.97254 -0.12 0.03 0.09
Cl -3.20804 -5.63099 5.94371 0.00 0.02 -0.05
S -6.92030 -4.12748 1.55480 -0.21 0.03 0.15
P 2.84250 1.42750 0.15006 -0.28 -0.33 0.10
P 0.82304 1.55185 -2.61528 0.20 -0.20 0.48
O -2.42099 1.12212 0.16025 -1.40 -0.90 -0.45
O -3.16838 -0.96558 0.31099 0.00 -0.18 -0.07
O -1.24345 -0.44406 4.61170 0.01 -0.29 0.25
O -2.91561 -4.58039 -0.77738 -0.14 0.76 0.27
N 1.09396 1.80309 3.33444 -0.15 -0.23 0.09
N -0.49296 4.87911 0.82441 0.00 0.08 0.05
N 0.67552 -0.84111 1.32096 -0.10 -0.15 0.10
N -0.02716 -2.87424 0.77126 0.26 0.22 -0.31
N 3.77044 -0.83088 -1.03875 0.20 -0.38 -0.08
N -1.69431 1.07748 2.93063 -0.56 -0.49 0.04
N 2.00435 -0.84381 -3.20058 0.12 -0.32 0.01
C -3.11964 -3.80902 3.93706 0.02 -0.16 0.08
C 4.62844 -4.00865 -2.60367 -0.09 -0.02 -0.12
C -1.23402 -0.31881 -2.80243 -0.05 -0.12 0.06
C 3.72546 -4.02320 -3.69596 0.05 0.05 0.11
C -5.56579 -2.38084 0.27350 -0.34 -0.16 0.27
C 2.86195 -2.98275 -3.89259 0.02 0.10 0.11
C -2.18108 -3.85670 0.25669 -0.51 -0.35 -0.46
C -2.91576 -5.12832 4.29859 -0.01 -0.07 0.13
C -2.44358 -4.36063 1.66880 -0.22 0.02 -0.33
C 1.00125 -1.73285 2.31680 0.02 -0.07 0.15
C 1.99485 0.13042 -2.33874 0.21 0.09 0.27
C 0.58003 -2.98873 1.99346 -0.01 0.00 0.06
C -2.75075 0.21135 2.38638 0.11 -0.16 -0.09
C -0.67659 -3.88792 -0.04564 -0.15 -0.22 0.06
C 3.92873 2.85270 -0.38011 0.11 0.03 0.01
C -4.05710 -3.81976 -1.28091 0.44 -0.06 0.65
C 3.03531 3.98970 -0.87269 -0.03 0.12 -0.02
C -2.88661 -3.44984 2.62367 -0.02 -0.08 -0.15
C -0.23935 5.75985 -0.18672 -0.02 -0.28 -0.13
C 3.89829 0.53680 1.35087 0.09 0.09 0.12
C -0.31575 0.45884 -4.99997 -0.04 -0.01 -0.09
C -6.51971 -2.49469 1.24140 0.29 0.10 -0.25
C -1.65400 1.99368 -3.55153 -0.05 0.04 -0.05
C -0.24333 5.27760 -1.59958 0.12 -0.05 -0.34
C -2.47699 -6.07416 3.38870 -0.01 0.12 -0.02
C 2.87013 -1.88613 -2.99704 -0.30 0.06 -0.30
C 4.95634 2.45786 -1.43301 0.09 0.06 -0.07
C 0.05495 -1.57191 0.42631 -0.05 0.01 -0.31
C 3.75661 -1.87438 -1.92084 0.19 0.05 0.28
C -5.14245 -3.63986 -0.23969 0.13 -0.24 -0.16
C 4.64726 -2.95744 -1.73260 -0.08 0.07 -0.04
C -0.10085 7.04681 0.29043 0.01 -0.02 0.15
C -0.62359 0.85429 -3.55675 -0.03 0.08 -0.19
C -2.79713 0.09351 0.82039 0.44 0.73 0.85
C -0.52941 5.63038 1.96465 -0.10 -0.40 0.12
C -0.79675 4.98244 3.28809 -0.12 -0.03 0.35
C 1.81743 2.35205 -3.93311 -0.06 0.16 -0.29
C 0.16283 1.49686 4.44232 -0.17 -0.25 -0.03
C -0.29612 6.96248 1.69443 0.04 0.05 -0.12
C -2.24107 -5.66756 2.08579 0.09 -0.31 -0.13
C 2.92091 0.13405 -1.20368 -0.45 0.57 -0.28
C 4.64945 3.37407 0.86793 0.14 0.03 -0.02
C -1.02994 0.59813 3.97885 0.14 0.36 -0.10
C -5.82759 -4.65660 0.36386 0.30 -0.14 -0.29
H -1.27175 2.90273 -4.01957 0.05 0.05 -0.03
H 0.61385 -3.92609 2.51567 0.05 -0.06 0.10
H 0.49084 -0.26737 -5.06968 0.00 -0.03 0.07
H -1.34671 4.03684 3.21142 0.00 0.07 -0.18
H 1.91818 2.29432 3.66339 -0.13 0.05 0.05
H -0.24275 -4.86569 0.17064 0.02 0.17 0.02
H 0.10985 4.75690 3.85864 0.12 0.03 -0.02
H -1.21211 0.01688 -5.44220 -0.05 0.00 -0.02
H 2.69630 2.82570 -3.50389 0.04 0.00 0.02
H 5.56043 1.60630 -1.11822 0.02 -0.06 0.06
H -1.56600 -0.03242 -1.80262 0.04 0.00 0.06
H 5.30046 -4.84593 -2.46683 0.01 0.01 0.03
H -2.31649 -7.10043 3.68176 0.00 -0.02 0.01
H 0.66572 0.97047 5.26043 -0.17 0.03 -0.01
H 3.99409 1.14121 2.25297 -0.03 -0.01 0.01
H 3.95745 3.58917 1.68256 -0.11 -0.01 0.03
H 3.39716 -0.39346 1.60614 -0.05 -0.07 0.00
H 5.63098 3.29709 -1.62731 0.01 0.02 0.00
H -4.44514 -4.34143 -2.16065 0.24 -0.22 0.21
H 1.22621 3.13694 -4.40810 -0.03 0.04 0.04
H -0.55200 -1.16754 -2.75806 0.04 -0.06 0.02
H -3.71748 -2.82852 -1.60098 -0.02 -0.05 0.06
H -1.98263 2.24197 -2.54143 0.03 -0.04 0.04
H -0.37140 -1.22365 -0.49625 -0.06 0.12 -0.13
H -6.96918 -1.69858 1.80553 -0.09 0.05 0.09
H 2.15621 -2.95766 -4.71156 -0.01 -0.04 -0.04
H 2.39209 4.37559 -0.07994 -0.03 0.00 0.07
H -2.13364 -0.64511 -3.33139 -0.02 -0.02 -0.03
H 4.48271 2.19148 -2.37776 -0.03 -0.04 -0.05
H 0.09227 7.92625 -0.29913 0.03 0.17 -0.08
H -3.05003 -2.43360 2.30664 -0.08 0.03 -0.09
H 1.48357 -1.41780 3.22349 0.05 0.01 0.14
H -3.44243 -3.08219 4.66640 0.01 0.08 0.02
H -5.11252 -1.45221 -0.02541 -0.09 0.04 -0.06
H 2.13410 1.64355 -4.69897 -0.02 -0.06 0.04
H -1.21499 5.39303 -2.08954 -0.09 0.03 0.03
H 1.41654 0.92511 2.93820 0.12 -0.05 -0.02
H -1.41305 5.62508 3.92212 0.05 0.04 0.01
H 5.31796 -2.91996 -0.88615 0.04 -0.01 0.04
H 3.72629 -4.86926 -4.37015 -0.02 0.00 -0.02
H 5.41049 2.68532 1.23351 0.03 -0.01 -0.03
H -0.27861 7.76257 2.41483 0.02 0.15 0.09
H -0.48321 -3.67153 -1.09765 -0.13 0.09 0.03
H -3.74216 0.58631 2.67246 -0.04 -0.01 0.03
H 2.37719 3.70470 -1.68519 -0.06 -0.08 -0.10
H 3.65913 4.81492 -1.22371 0.04 0.07 -0.02
H 4.88867 0.29516 0.96668 -0.01 0.03 -0.02
H -2.48366 -2.80553 0.24406 0.00 -0.18 -0.07
H -2.66218 -0.79767 2.79329 0.00 0.23 0.04
H 0.00419 4.21341 -1.64993 0.00 -0.01 0.05
H 5.13781 4.31705 0.60961 0.04 0.01 0.01
H -2.53247 1.67513 -4.11724 -0.04 0.00 -0.03
H 0.48875 5.80058 -2.22195 0.02 0.07 0.02
H -0.23910 2.44104 4.81405 0.02 -0.01 0.04
H -0.05135 1.32638 -5.60422 0.01 0.06 -0.04